(1)
C4H12N2O2 as an isolated structure at a distorted geometry. Source: the Open Molecules 2025 dataset; level of theory: wB97M-V/def2-TZVPD.

The geometry in XYZ format:
```
20
Properties=species:S:1:pos:R:3
C -2.28712 0.09500 1.04903
H 3.60211 1.00337 1.33683
H -2.74840 0.87101 -0.91828
C 2.06020 0.00117 0.61344
C 1.68147 -0.68507 -0.63250
O 2.63726 -0.67245 -1.49913
H -2.12610 1.08442 1.47476
H -2.03544 -1.79999 -0.63622
H -1.55963 -0.59681 1.48797
C -2.11881 0.10820 -0.45410
O -2.54831 -1.08774 -1.03629
H 3.55165 0.07152 -0.69181
H 0.30773 -1.66423 -1.55752
H -0.07881 2.24817 -0.39120
H -0.70712 -0.13103 -0.68074
H 0.55061 1.94659 -0.05607
N 0.40934 -1.00805 -0.78682
H 1.40858 -0.01938 1.47740
H -3.27888 -0.24500 1.36638
N 3.27966 0.48030 0.53488
```

Values from the calculation:
Kohn-Sham gap (alpha / beta): 6.182 / 6.178 eV
M: 120.15 u
electronic energy: -419.41982 a.u.
relative energy (zero: lowest compared OMol25 entry of this formula, charge and spin): 600.34 kJ/mol
strongest force on any atom: 4.00 eV/Å
HOMO (alpha / beta): -7.36 / -7.36 eV
LUMO level (alpha / beta): -1.18 / -1.18 eV

Results of the Mulliken charge analysis, in e, for atoms 1 through 5: C -0.9686; H 0.2325; H 0.2689; C -0.3277; C 0.4393

(2)
One molecule with the formula C3H4O2 at a distorted geometry. Source: the Open Molecules 2025 dataset; level of theory: wB97M-V/def2-TZVPD.

The geometry in XYZ format:
```
9
Properties=species:S:1:pos:R:3
C -0.98853 0.01734 -0.66349
H 1.96874 -0.77190 0.27616
H -1.50682 -0.13051 -1.62550
H 1.43282 1.16529 -0.78070
C 0.28710 -0.05172 0.02688
H -1.71337 0.01382 1.56539
C -1.04818 0.08242 0.65667
O 1.03186 1.13247 0.05745
O 1.06865 -1.19129 -0.04640
```

Values from the calculation:
Kohn-Sham gap: 10.464 eV
M: 72.06 u
electronic energy: -267.07966 a.u.
relative energy (zero: lowest compared OMol25 entry of this formula, charge and spin): 296.99 kJ/mol
SMILES: OC1(O)C=C1
strongest force on any atom: 3.70 eV/Å
HOMO: -9.67 eV
LUMO level: 0.80 eV

Results of the Mulliken charge analysis, in e, for atoms 1 through 5: C -0.3118; H 0.3652; H 0.3384; H 0.3061; C 0.3814

(3)
One molecule with the formula C8H7BrO2 at a distorted geometry. Source: the Open Molecules 2025 dataset; level of theory: wB97M-V/def2-TZVPD.

The geometry in XYZ format:
```
18
Properties=species:S:1:pos:R:3
O 1.26110 -2.33741 0.88197
H -3.07479 -0.47228 -1.19677
H -1.09516 -1.96175 -0.38609
C -2.19179 1.29806 -0.57025
H 1.65185 -0.53122 1.67289
H -3.09459 1.82589 -0.89483
C -1.16065 1.95773 0.10194
H -1.27456 2.98112 0.47169
O 2.53140 -1.04503 -1.39685
C -0.02352 -0.21190 0.32934
C -0.06485 1.20217 0.40001
C -1.02615 -0.87222 -0.40071
C 1.26774 -0.86676 0.74190
H 1.92410 -2.66646 0.22417
C 2.22140 -0.66339 -0.35741
Br 3.45825 0.85254 0.26736
C -2.18279 -0.13355 -0.69321
H 0.87300 1.64444 0.80485
```

Values from the calculation:
Kohn-Sham gap: 9.684 eV
M: 215.05 u
electronic energy: -3033.49425 a.u.
relative energy (zero: lowest compared OMol25 entry of this formula, charge and spin): 0.00 kJ/mol
SMILES: O=C(Br)[C@H](O)c1ccccc1
strongest force on any atom: 4.36 eV/Å
HOMO: -9.56 eV
LUMO level: 0.12 eV

Results of the Mulliken charge analysis, in e, for atoms 1 through 5: O -0.5443; H 0.3577; H 0.3580; C -0.3213; H 0.5401

(4)
C33H34Br4N6O4Sn as an isolated structure at a distorted geometry. Source: the Open Molecules 2025 dataset; level of theory: wB97M-V/def2-TZVPD.

The geometry in XYZ format:
```
82
Properties=species:S:1:pos:R:3
H 2.46592 -1.18524 15.89470
C 2.19282 2.33243 22.41325
Br 4.76270 3.91236 25.29324
C -6.68663 5.30239 19.82414
C 1.58604 -0.86319 16.51274
N -0.12685 -0.27124 21.47956
H 0.46657 -2.59383 15.86396
N -1.93152 4.38624 21.14070
Br 5.79870 0.73399 24.71521
C 4.33626 -0.74826 18.25564
C 2.71996 3.18447 23.39476
H 1.58068 -1.24896 20.83935
H 1.35575 5.93040 16.95654
C -6.78324 4.14129 20.56978
H 2.39733 4.80264 20.33598
O 1.53535 4.49429 18.47641
C 4.48208 1.60826 23.63338
C -0.82138 -2.62973 22.81362
O -0.81451 3.34932 17.16441
C 2.98762 1.28386 21.81784
H 5.01951 -0.91511 19.06429
H -2.85014 2.84289 16.89719
H -1.11566 6.25617 21.01562
C -1.98142 5.64116 20.81820
C -4.36563 5.58451 20.41496
H -1.72547 -1.75197 16.75510
C 1.63639 5.27858 19.71573
N -3.11916 2.40462 21.45650
C -0.71324 -0.21893 17.93335
H 3.35945 0.62777 19.59007
Sn 0.15059 1.57190 20.21510
H 4.78889 -0.76544 17.23798
H -7.75771 3.60378 20.65335
H 3.33416 1.21683 16.53501
N -3.14112 6.20741 20.40992
C -3.10130 3.75436 21.27351
C -1.91615 2.94655 16.28498
H -0.14910 5.68047 17.96978
H -2.02684 3.74197 15.52663
C 2.79755 1.13852 17.51584
C 4.09831 0.83842 22.54976
C -1.94635 0.85120 22.56256
C 0.62822 -1.35513 21.34994
C 1.57273 0.17969 17.42268
H -3.04567 7.10761 20.02397
H 5.61372 1.29164 19.37153
H -1.60794 0.14623 18.42130
C -5.63073 3.62821 21.18665
H 0.72419 -3.46934 21.54371
H 0.99356 3.53130 16.17981
H -2.78518 0.90074 23.27640
C -4.43109 4.35007 21.07623
C 5.03235 1.53120 18.51383
H -5.28051 6.79337 18.95386
Br 5.01813 -0.66409 21.84349
H 4.73518 2.62005 18.51708
H -7.57693 5.65787 19.32231
C -5.44646 5.98468 19.68448
N -1.91700 1.81713 21.63752
H -5.72588 2.73961 21.82828
H -1.08772 -3.53401 23.31261
H -0.37150 4.68770 15.70126
Br 1.76427 4.77398 23.67822
C 0.72182 5.17940 17.49322
O 0.97688 2.40545 21.94305
C 3.90755 2.82788 24.00388
H 0.68232 5.22672 20.29424
C 0.18086 4.15070 16.51902
H 1.99156 6.26196 19.38469
O 2.53326 0.74772 20.68624
N 3.82073 0.63819 18.51943
C -0.73459 -1.27841 17.02927
H -2.61524 -1.57910 23.41089
C -1.63041 -1.52403 22.95559
H 3.58700 -1.54365 18.32019
H 5.60071 1.28953 17.53267
C 0.20553 -2.57544 21.82193
H 2.48372 2.14211 17.77572
H -1.66411 2.01162 15.79972
C -1.19955 -0.32150 22.31681
C 0.45056 0.48789 18.20882
C 0.43005 -1.66741 16.43647
```

Values from the calculation:
Kohn-Sham gap (alpha / beta): 4.106 / 4.199 eV
M: 1017.00 u
electronic energy: -12417.52616 a.u.
relative energy (zero: lowest compared OMol25 entry of this formula, charge and spin): 119.27 kJ/mol
strongest force on any atom: 4.98 eV/Å
HOMO (alpha / beta): -4.99 / -5.03 eV
LUMO level (alpha / beta): -0.88 / -0.83 eV

Results of the Mulliken charge analysis, in e, for atoms 1 through 5: H 0.3195; C -0.3796; Br -0.1815; C -0.4451; C 0.0547

(5)
C52H62FeN2O4Se as an isolated structure. Source: the Open Molecules 2025 dataset; level of theory: wB97M-V/def2-TZVPD.

The geometry in XYZ format:
```
122
Properties=species:S:1:pos:R:3
C 2.59702 -1.05937 0.08102
C -0.09637 -2.58573 0.41105
C -2.70037 -0.64471 -1.40126
H -3.13827 2.63815 -0.85840
C 2.40623 -2.52911 0.38964
C -3.36974 2.17514 1.79964
H 4.01396 3.77883 1.04578
H -3.69329 2.27979 3.92685
O -2.47043 -1.56375 -2.43367
H 2.40930 0.66235 -3.59201
N -0.07806 -3.73562 -3.24153
H -2.50581 0.56216 -3.82833
H -3.01215 -0.59147 1.93998
H -1.94530 6.06559 -3.80664
H -0.31242 -1.68460 5.24432
H 0.36854 -2.76667 6.47264
C -0.08963 1.44728 -3.07748
H -2.09740 5.64913 -1.29954
H 3.76011 -5.99001 -2.31627
H -4.30521 -0.94676 -3.19825
C -0.13827 -3.75424 4.59789
C 2.07455 -4.80641 -2.75941
H 4.21296 -2.25844 -2.49669
H -1.15207 7.11357 -1.01846
H -4.31890 0.79737 3.19975
C 0.80790 -4.93529 4.85423
C -4.64753 2.97963 1.52711
Fe 0.05359 -1.60613 -2.60523
H 1.01455 7.47163 -2.11471
H -0.62430 5.56817 -0.33001
C -2.81791 0.71535 -1.68709
C 3.52445 -1.61482 -3.05251
O 2.33403 -1.40207 -2.29500
C -2.76820 -1.12027 -0.09737
H 1.97536 4.08149 -2.59205
C 0.63513 -7.26805 -2.60157
C -3.06621 1.58007 -0.63098
C -2.16574 3.12749 1.82447
C 1.10358 -2.78941 1.10883
H 1.86372 0.91357 3.47118
C 2.69097 -5.97966 -2.48570
C -2.58355 1.32542 -3.05875
C -0.14859 -3.39059 3.11285
O -0.08422 0.13503 -3.25950
H 1.64060 5.98427 -1.40047
C 2.90806 1.20248 0.93597
H 1.84424 -4.68308 4.62740
C 1.05486 -3.18312 2.43689
H 4.58321 2.37268 3.72166
C -1.08228 6.03839 -1.20305
H -2.29482 4.00512 -2.83105
H 2.84052 2.74447 -0.55766
H 1.76318 6.25203 -3.14659
H 2.08754 2.58680 3.99260
N -1.36199 -5.98204 -3.10553
H 0.52882 -5.79557 4.24273
C 1.97099 -7.21995 -2.40451
C 3.11906 2.11689 2.14215
H -1.46121 -4.45993 6.14806
C 1.94915 1.94306 3.12045
C -3.15597 1.15067 0.68833
H 0.07217 -8.18918 -2.54512
C -1.52769 -4.14531 5.10453
H -5.51600 2.32043 1.46626
H -0.96902 7.51266 -3.53460
C -0.16288 4.25486 -2.69266
C -1.32962 3.50779 -2.85932
C -3.49655 1.51541 3.17264
H -0.37042 6.21844 -4.58702
C 2.60520 0.83335 -1.45018
C -0.92553 6.42903 -3.67093
C 1.12655 6.39693 -2.27141
C -0.06118 -6.05094 -2.89337
C -2.58023 -2.57779 0.26607
H 2.82774 -0.58323 2.13141
C 0.66200 -4.80221 -2.96896
H 2.26431 3.92888 1.27926
C 2.40301 1.43658 -2.82855
H 5.28079 1.86827 2.17393
H -3.15306 -1.59983 -4.38284
C 2.80077 1.68059 -0.36173
H 4.41991 0.69986 3.17914
C 1.09120 2.17638 -2.90363
H 0.76385 -5.23137 5.90525
C 4.42951 1.73823 2.84556
C -0.25077 5.76251 -2.46423
H 2.51767 -8.12599 -2.17939
H 1.00684 2.21150 2.64057
H -2.28630 -3.35643 2.86506
H 2.43472 -3.10481 -0.53552
C 2.79194 -0.17221 1.12796
H 2.61806 -3.87873 -2.80708
C -1.32469 -3.20007 2.39052
H -4.58105 3.53635 0.59134
H -3.42435 1.97661 -3.30954
H 1.99637 -3.31920 2.96068
H -2.04916 3.64832 0.87238
Se -1.76594 -4.29851 -3.38028
H -2.22599 -3.30756 5.05813
C -1.31693 -2.81067 1.05733
H 4.02533 -0.67163 -3.26641
H -4.81763 3.69838 2.33207
H -1.24620 2.57125 2.01426
O -0.08313 -2.16031 -0.82998
H -2.57834 0.99670 3.45646
H -2.28728 3.87681 2.61120
H -2.55584 -3.17648 -0.64573
H -3.99678 -2.68928 -3.24975
H 3.23926 -2.09016 -3.98993
C 3.19407 3.59029 1.74183
H 1.35400 -2.24724 5.09707
C -1.31313 2.13536 -3.03687
H 3.36512 4.19953 2.63150
H -1.94574 -4.97240 4.52708
C -3.54089 -1.70264 -3.36827
C -2.98602 -0.20455 0.92849
C 2.52867 -0.53202 -1.20693
H -3.43726 -2.91059 0.85686
C 1.03655 3.55557 -2.72294
H 3.22146 2.12859 -3.04015
C 0.34758 -2.53989 5.40299
H 3.23100 -2.87141 1.01922
```

Values from the calculation:
Kohn-Sham gap (alpha / beta): 5.706 / 5.800 eV
M: 913.88 u
electronic energy: -6094.38115 a.u.
multiplicity: 5
relative energy (zero: lowest compared OMol25 entry of this formula, charge and spin): 0.00 kJ/mol
strongest force on any atom: 0.45 eV/Å
HOMO (alpha / beta): -7.01 / -7.14 eV
LUMO level (alpha / beta): -1.31 / -1.34 eV
expectation value of S²: 6.0123

Results of the Mulliken charge analysis, in e, for atoms 1 through 5: C 0.0760; C -0.5964; C 0.2876; H 0.3077; C -0.9439